(1)
The following is a DFT calculation (ωB97M-V with the def2-TZVPD basis set) of C11H12Cl2Mg as an isolated structure at a distorted geometry.

Results
calculated total energy: -42091.7276 eV
strongest force on any atom: 0.030 Eh/bohr
LUMO: 5.6 eV
HOMO level: 0.26 eV

Structure (ORCA input):
```
! RIJCOSX wB97M-V def2-TZVPD def2/J DEFGRID3
* xyz -2 1
C 0.240 0.450 -2.476
C -0.537 -0.696 -2.202
C 0.269 -1.585 -1.455
H -1.566 -0.844 -2.483
C 1.522 -0.971 -1.235
C 1.497 0.284 -1.885
H 2.267 1.031 -1.828
H -0.115 1.347 -2.949
H -0.027 -2.556 -1.098
H 2.336 -1.364 -0.650
Mg -0.127 0.277 -0.062
Cl -1.453 2.297 -0.662
C -1.158 0.501 2.057
C -0.098 -0.412 2.249
C -0.386 -1.569 1.512
H 0.815 -0.208 2.777
C -1.639 -1.383 0.876
C -2.118 -0.112 1.220
H -3.004 0.360 0.835
H -1.181 1.519 2.400
H 0.258 -2.426 1.406
H -2.118 -2.075 0.202
Cl 2.820 1.197 1.218
C 1.253 1.886 0.726
H 0.815 2.424 1.589
H 1.434 2.626 -0.080
*
```

These are the Mulliken partial charges, in e, on atoms 1 to 4: -0.437 -0.597 -0.522 0.254

---

(2)
The following is a DFT calculation (ωB97M-V with the def2-TZVPD basis set) of a 2-piece molecular cluster, C45H58BCl3N2O overall at a distorted geometry.

Results
calculated total energy: -90879.8086 eV
strongest force on any atom: 0.052 Eh/bohr
LUMO: -2.2 eV
HOMO level: -6.66 eV

Structure (ORCA input):
```
! RIJCOSX wB97M-V def2-TZVPD def2/J DEFGRID3
* xyz 0 1
Cl -7.662 3.350 -0.179
B -7.747 1.505 -0.520
Cl -6.902 0.552 0.847
Cl -9.487 0.872 -0.743
O -7.017 1.326 -1.801
C -6.709 0.223 -2.370
C -6.796 0.124 -3.798
C -6.954 -1.176 -4.334
C -7.048 -1.367 -5.706
C -6.996 -0.263 -6.570
C -6.912 1.040 -6.047
C -6.848 1.251 -4.672
H -6.611 -0.691 -1.772
H -6.993 -2.003 -3.617
H -7.163 -2.378 -6.110
H -7.041 -0.413 -7.648
H -6.903 1.892 -6.730
H -6.830 2.252 -4.237
C -1.996 -0.616 0.810
C -2.232 0.296 2.004
C -3.749 0.444 2.151
C -1.698 -0.333 3.290
C -1.556 1.676 1.752
C -2.429 2.733 1.477
C -2.086 4.042 1.798
C -0.775 4.264 2.198
C 0.222 3.307 2.009
C 1.648 3.929 2.006
C 2.636 3.107 1.201
C 2.088 4.167 3.458
C 1.637 5.303 1.308
C -0.154 1.938 1.858
N 0.838 0.865 1.851
C 1.703 0.556 3.008
C 2.782 -0.340 2.447
N 2.303 -0.680 1.097
C 2.943 -1.788 0.391
C 2.699 -3.132 0.823
C 1.677 -3.639 1.887
C 1.025 -4.963 1.439
C 0.497 -2.717 2.125
C 2.447 -3.914 3.188
C 3.479 -4.165 0.313
C 4.306 -3.985 -0.783
C 4.487 -2.702 -1.264
C 3.938 -1.595 -0.610
C 4.610 -0.270 -1.070
C 4.457 -0.137 -2.593
C 6.092 -0.295 -0.665
C 4.005 0.974 -0.476
C 1.229 0.122 0.749
C 0.626 0.345 -0.494
C 0.841 -0.428 -1.696
C 0.911 -1.847 -1.683
C 1.180 -2.549 -2.852
C 1.300 -1.867 -4.068
C 1.165 -0.472 -4.113
C 0.918 0.242 -2.942
H -0.927 -0.787 0.667
H -2.480 -1.590 0.955
H -2.366 -0.146 -0.109
H -4.010 1.167 2.932
H -4.213 0.759 1.214
H -4.224 -0.509 2.408
H -1.941 0.294 4.156
H -2.121 -1.333 3.451
H -0.613 -0.429 3.238
H -3.441 2.555 1.105
H -2.807 4.852 1.751
H -0.519 5.257 2.580
H 2.271 2.989 0.172
H 3.620 3.597 1.157
H 2.789 2.118 1.629
H 1.420 4.900 3.928
H 2.049 3.259 4.069
H 3.110 4.566 3.496
H 1.048 6.050 1.848
H 2.660 5.698 1.233
H 1.232 5.209 0.294
H 2.094 1.478 3.453
H 1.118 0.044 3.788
H 3.760 0.169 2.376
H 2.950 -1.250 3.032
H 1.723 -5.807 1.442
H 0.204 -5.219 2.122
H 0.604 -4.856 0.431
H 0.815 -1.730 2.451
H -0.111 -2.618 1.216
H -0.153 -3.118 2.922
H 2.922 -3.013 3.588
H 1.776 -4.314 3.959
H 3.239 -4.650 3.005
H 3.413 -5.150 0.771
H 4.824 -4.832 -1.236
H 5.148 -2.551 -2.114
H 3.400 -0.250 -2.862
H 4.785 0.857 -2.925
H 5.039 -0.883 -3.143
H 6.173 -0.383 0.425
H 6.630 -1.135 -1.115
H 6.583 0.639 -0.966
H 4.223 1.050 0.594
H 4.415 1.874 -0.961
H 2.926 0.978 -0.657
H 0.028 1.254 -0.562
H 0.738 -2.370 -0.739
H 1.294 -3.637 -2.813
H 1.483 -2.427 -4.987
H 1.253 0.069 -5.052
H 0.768 1.328 -2.939
*
```

These are the Mulliken partial charges, in e, on atoms 1 to 4: -0.304 0.620 -0.267 -0.298

---

(3)
The following is a DFT calculation (ωB97M-V with the def2-TZVPD basis set) of C22H26N4O4 in the gas phase at a distorted geometry.

Results
calculated total energy: -37383.2679 eV
strongest force on any atom: 0.029 Eh/bohr
ΔE to the lowest compared entry with this formula, charge and spin: 512.0 kJ/mol
LUMO: -0.1 eV
SMILES string: CN(c1ccc([N+](=O)[O-])cc1/C=N/NC(=O)COc1ccccc1)C1CCCCC1
HOMO level: -8.12 eV

Structure (ORCA input):
```
! RIJCOSX wB97M-V def2-TZVPD def2/J DEFGRID3
* xyz 0 1
C -3.863 -0.437 -1.880
N -2.778 -0.164 -0.963
C -2.520 1.135 -0.622
C -3.471 2.152 -0.841
C -3.256 3.440 -0.420
C -2.068 3.769 0.234
N -1.856 5.099 0.699
O -0.821 5.338 1.295
O -2.724 5.925 0.477
C -1.078 2.809 0.395
C -1.272 1.513 -0.053
C -0.141 0.599 -0.061
N 0.798 0.735 0.790
N 1.908 -0.043 0.780
C 2.257 -1.081 -0.020
O 1.587 -1.548 -0.917
C 3.622 -1.671 0.359
O 4.471 -0.784 1.040
C 5.047 0.243 0.329
C 6.000 0.991 1.017
C 6.629 2.051 0.397
C 6.317 2.378 -0.913
C 5.369 1.637 -1.594
C 4.728 0.571 -0.982
C -2.417 -1.250 -0.056
C -3.630 -1.743 0.746
C -3.170 -2.751 1.796
C -2.468 -3.931 1.130
C -1.291 -3.449 0.288
C -1.751 -2.436 -0.758
H -4.852 -0.338 -1.420
H -3.797 0.243 -2.729
H -3.756 -1.453 -2.253
H -4.410 1.918 -1.313
H -4.003 4.205 -0.564
H -0.133 3.079 0.839
H -0.128 -0.136 -0.861
H 2.565 0.225 1.505
H 3.446 -2.500 1.053
H 4.089 -2.077 -0.546
H 6.230 0.719 2.036
H 7.366 2.624 0.938
H 6.809 3.206 -1.399
H 5.115 1.887 -2.613
H 3.985 0.017 -1.533
H -1.703 -0.838 0.663
H -4.352 -2.223 0.084
H -4.117 -0.893 1.230
H -4.031 -3.103 2.368
H -2.483 -2.264 2.491
H -3.178 -4.460 0.490
H -2.119 -4.632 1.891
H -0.814 -4.295 -0.209
H -0.544 -2.982 0.935
H -2.454 -2.923 -1.436
H -0.892 -2.105 -1.340
*
```

These are the Mulliken partial charges, in e, on atoms 1 to 4: -1.450 0.440 0.325 -0.582

---

(4)
The following is a DFT calculation (ωB97M-V with the def2-TZVPD basis set) of C3H4S2 in the gas phase at a distorted geometry.

Results
calculated total energy: -24844.3553 eV
strongest force on any atom: 0.050 Eh/bohr
ΔE to the lowest compared entry with this formula, charge and spin: 124.1 kJ/mol
LUMO: -1.0 eV
SMILES string: CC(=S)C=S
HOMO level: -8.84 eV

Structure (ORCA input):
```
! RIJCOSX wB97M-V def2-TZVPD def2/J DEFGRID3
* xyz 0 1
C -0.509 1.062 -0.241
C -0.382 -0.421 0.027
S -1.417 -1.584 -0.294
C 0.962 -0.882 0.473
S 2.400 -0.939 -0.375
H -0.404 1.656 0.704
H 0.022 1.195 -1.199
H -1.549 1.103 -0.575
H 0.877 -1.190 1.481
*
```

These are the Mulliken partial charges, in e, on atoms 1 to 4: -0.827 0.306 -0.219 -0.322

---

Question: calculated total energy of number 1 (C11H12Cl2Mg)?
Answer: -42091.7276 eV

---

Question: Which value of LUMO does entry 1 give?
Answer: 5.6 eV